The following is a quantum chemistry calculation of a single C4H4F3NO2S molecule, from the OMol25 dataset.

Last column: natural (NBO) charge in e.
Geometry (Å):
C1 -1.427 -1.871 2.140  -0.177
C2 -1.349 -0.956 1.407  -0.028
C3 -1.357 0.340 0.738  -0.558
C4 0.004 0.817 0.312  0.497
F1 0.892 0.792 1.300  -0.299
F2 -0.102 2.142 -0.091  -0.328
S1 0.670 -0.243 -1.053  2.150
O1 -0.308 -0.383 -2.086  -0.867
O2 1.357 -1.404 -0.504  -0.897
N1 2.033 0.685 -1.438  -0.432
F3 1.835 1.324 -2.600  -0.223
H1 -1.389 -2.863 2.518  0.241
H2 -1.984 0.265 -0.188  0.273
H3 -1.699 1.183 1.235  0.264
H4 2.824 0.172 -1.690  0.383

Properties
HOMO (eV): -10.878
Kohn-Sham gap (hartree): 0.4250
Calculated total energy (Ha): -1057.6484
ΔE to the lowest compared entry with this formula, charge and spin (eV): 0.000

---

The following is a quantum chemistry calculation of 2 unconnected molecules or ions with the total composition C6H12O, from the OMol25 dataset.

Last column: natural (NBO) charge in e.
Geometry (Å):
C1 1.382 -1.990 -0.584  -0.601
C2 0.157 -1.514 0.196  -0.413
C3 -0.447 -0.261 -0.410  -0.487
C4 -1.468 0.514 0.368  -0.286
C5 -0.760 1.248 1.500  -0.453
C6 -0.772 1.765 0.134  0.133
O1 1.004 1.877 -0.763  -0.884
H1 1.118 -2.224 -1.623  0.198
H2 2.144 -1.202 -0.609  0.202
H3 1.832 -2.887 -0.143  0.205
H4 0.444 -1.324 1.242  0.192
H5 -0.588 -2.328 0.244  0.189
H6 -0.779 -0.379 -1.448  0.200
H7 0.712 0.829 -0.697  0.461
H8 -2.552 0.367 0.386  0.202
H9 0.139 0.817 1.932  0.229
H10 -1.356 1.828 2.204  0.224
H11 -1.047 2.740 -0.243  0.219
H12 0.837 2.126 -1.690  0.471

Properties
HOMO (alpha / beta) (eV): -7.319 / -7.320
Kohn-Sham gap (alpha / beta) (hartree): 0.2912 / 0.2912
Calculated total energy (Ha): -310.8430
ΔE to the lowest compared entry with this formula, charge and spin (eV): 5.885

---

The following is a quantum chemistry calculation of a molecular structure, C32H33B3ClN6O14P, from the OMol25 dataset.

Last column: Mulliken charge in e.
Geometry (Å):
C1 -3.143 -1.110 1.467  -0.882
N1 -2.457 -1.652 0.300  0.048
C2 -1.060 -1.186 0.203  -0.725
B1 -0.061 -2.078 0.985  0.227
O1 -0.343 -2.678 2.214  -0.216
B2 0.572 -2.271 3.123  0.308
Cl1 0.089 -1.887 4.777  -0.280
O2 1.892 -2.077 2.796  -0.077
B3 2.038 -1.652 1.489  0.305
P1 3.193 -0.202 0.911  0.713
O3 2.695 0.281 -0.407  -0.725
O4 1.255 -2.237 0.543  0.023
H1 -2.464 -1.077 2.308  0.124
H2 -3.958 -1.763 1.747  0.387
H3 -3.524 -0.100 1.316  0.326
H4 -2.928 -1.323 -0.531  0.043
H5 -0.764 -1.046 -0.826  0.384
H6 -0.982 -0.185 0.659  0.437
H7 4.541 -0.580 0.921  0.002
H8 3.107 0.852 1.837  -0.190
C3 5.212 -2.512 -4.771  -0.450
C4 4.421 -2.102 -3.707  -0.537
C5 5.004 -1.536 -2.586  -0.179
C6 6.379 -1.388 -2.555  -0.004
C7 7.183 -1.790 -3.605  -0.470
C8 6.591 -2.359 -4.719  -0.412
N2 7.001 -0.766 -1.377  0.985
O5 6.263 -0.464 -0.455  -0.616
O6 8.201 -0.585 -1.391  -0.597
H9 4.751 -2.949 -5.647  0.375
H10 3.347 -2.217 -3.750  0.450
H11 4.388 -1.205 -1.762  0.512
H12 8.254 -1.665 -3.558  0.454
H13 7.205 -2.679 -5.549  0.377
C9 4.817 5.582 5.410  -0.405
C10 4.458 4.683 6.403  -0.456
C11 4.389 3.330 6.120  -0.449
C12 4.690 2.902 4.841  -0.055
C13 5.057 3.783 3.840  -0.147
C14 5.116 5.134 4.133  -0.528
N3 4.610 1.468 4.536  1.175
O7 4.262 0.714 5.422  -0.627
O8 4.877 1.118 3.398  -0.651
H14 4.861 6.640 5.633  0.389
H15 4.224 5.036 7.398  0.393
H16 4.100 2.624 6.884  0.474
H17 5.286 3.428 2.847  0.484
H18 5.389 5.840 3.362  0.385
C15 -5.381 -6.280 -2.992  -0.429
C16 -5.886 -5.168 -2.333  -0.568
C17 -5.186 -3.974 -2.351  -0.164
C18 -3.988 -3.915 -3.038  0.065
C19 -3.466 -5.013 -3.695  -0.500
C20 -4.171 -6.203 -3.669  -0.435
N4 -3.253 -2.646 -3.075  1.211
O9 -3.732 -1.701 -2.469  -0.649
O10 -2.216 -2.603 -3.706  -0.627
H19 -5.932 -7.211 -2.978  0.384
H20 -6.826 -5.230 -1.805  0.382
H21 -5.572 -3.105 -1.840  0.487
H22 -2.525 -4.945 -4.221  0.461
H23 -3.778 -7.071 -4.178  0.378
C21 -1.113 1.445 4.029  -0.289
C22 -1.687 2.520 4.693  -0.654
C23 -0.989 3.709 4.827  -0.625
C24 0.279 3.800 4.285  -0.228
C25 0.869 2.740 3.622  -0.278
C26 0.164 1.556 3.498  0.167
N5 1.027 5.060 4.407  1.061
O11 0.510 5.976 5.018  -0.644
O12 2.128 5.099 3.894  -0.546
H24 -1.662 0.518 3.926  0.342
H25 -2.682 2.433 5.108  0.401
H26 -1.429 4.548 5.344  0.480
H27 1.862 2.832 3.209  0.590
H28 0.613 0.716 2.984  0.143
C27 -5.514 0.988 -6.601  -0.425
C28 -4.746 0.448 -5.579  -0.497
C29 -5.096 0.669 -4.258  -0.249
C30 -6.217 1.427 -3.982  -0.040
C31 -6.992 1.978 -4.986  -0.411
C32 -6.633 1.755 -6.304  -0.404
N6 -6.604 1.644 -2.579  1.036
O13 -5.894 1.161 -1.717  -0.607
O14 -7.613 2.289 -2.365  -0.608
H29 -5.241 0.811 -7.633  0.378
H30 -3.873 -0.147 -5.810  0.437
H31 -4.498 0.251 -3.463  0.541
H32 -7.862 2.571 -4.748  0.451
H33 -7.228 2.178 -7.101  0.375

Properties
HOMO (eV): -8.820
Kohn-Sham gap (hartree): 0.2933
Calculated total energy (Ha): -3497.0412
ΔE to the lowest compared entry with this formula, charge and spin (eV): 0.000

---

The following is a quantum chemistry calculation of 20 unconnected molecules or ions with the total composition C90H210N10O10, from the OMol25 dataset.

Last column: Mulliken charge in e.
Geometry (Å):
C1 -7.586 3.354 3.468  -1.044
C2 -6.789 2.299 4.267  -0.740
N1 -6.316 1.182 3.416  0.827
C3 -5.197 0.466 4.053  -1.018
C4 -3.900 0.641 3.274  -0.349
C5 -7.329 0.288 2.916  -0.854
C6 -6.879 -0.742 1.846  -0.335
H1 -8.446 3.029 2.884  0.322
H2 -6.948 3.991 2.855  0.121
H3 -7.971 4.079 4.186  0.421
H4 -5.992 2.695 4.897  0.407
H5 -7.434 1.809 4.995  0.452
H6 -4.882 0.773 5.050  0.044
H7 -5.542 -0.546 4.265  0.380
H8 -3.999 0.345 2.230  0.210
H9 -3.504 1.654 3.348  0.440
H10 -3.091 0.024 3.665  -0.208
H11 -8.193 0.755 2.444  0.330
H12 -7.774 -0.287 3.729  0.398
H13 -7.630 -1.466 1.529  0.441
H14 -6.046 -1.377 2.148  -0.238
H15 -6.587 -0.235 0.926  0.118
C7 5.182 6.973 -0.295  -1.580
C8 5.214 5.586 0.124  0.101
N2 6.025 4.634 -0.661  0.014
C9 6.173 4.944 -2.086  -0.286
C10 7.341 4.169 -2.754  -1.426
C11 5.587 3.269 -0.386  -0.443
C12 5.854 2.956 1.143  -0.842
H16 4.433 7.030 -1.084  0.342
H17 6.100 7.441 -0.648  0.418
H18 4.771 7.608 0.490  0.335
H19 5.383 5.512 1.198  0.304
H20 4.192 5.209 0.082  0.133
H21 5.332 4.596 -2.687  0.108
H22 6.275 6.023 -2.200  0.407
H23 7.465 3.102 -2.571  0.296
H24 7.314 4.289 -3.837  0.418
H25 8.272 4.693 -2.541  0.343
H26 6.043 2.500 -1.010  0.480
H27 4.552 3.090 -0.678  0.273
H28 6.704 3.419 1.643  0.411
H29 6.062 1.888 1.220  0.151
H30 4.932 3.091 1.708  0.073
C13 -3.599 1.979 8.912  -1.488
C14 -2.572 0.964 9.371  -0.415
N3 -1.921 0.280 8.183  0.741
C15 -2.864 -0.442 7.421  -1.125
C16 -2.413 -1.035 6.063  -0.557
C17 -0.920 -0.630 8.744  -0.200
C18 0.252 0.104 9.504  -1.596
H31 -3.167 2.596 8.124  0.281
H32 -3.890 2.659 9.714  0.433
H33 -4.595 1.626 8.645  0.362
H34 -1.839 1.564 9.910  0.391
H35 -3.068 0.241 10.018  0.378
H36 -3.210 -1.300 7.998  0.327
H37 -3.678 0.248 7.200  0.231
H38 -3.292 -1.506 5.623  0.451
H39 -2.032 -0.307 5.347  -0.069
H40 -1.714 -1.861 6.193  0.486
H41 -0.486 -1.199 7.922  -0.167
H42 -1.435 -1.377 9.349  0.532
H43 -0.144 0.380 10.482  0.429
H44 0.429 1.097 9.092  0.375
H45 1.146 -0.519 9.462  0.327
C19 4.832 -0.015 4.685  -0.390
C20 6.359 0.230 4.424  -0.525
N4 7.182 -0.973 4.775  0.465
C21 7.376 -1.121 6.256  -0.780
C22 7.826 -2.499 6.826  -1.223
C23 8.518 -0.867 4.128  -0.542
C24 8.541 -1.181 2.638  -1.066
H46 4.626 -0.168 5.745  0.274
H47 4.373 -0.922 4.290  0.191
H48 4.218 0.876 4.556  -0.030
H49 6.601 0.533 3.405  0.075
H50 6.653 1.038 5.094  0.281
H51 8.103 -0.377 6.582  0.478
H52 6.458 -0.828 6.765  0.373
H53 7.968 -2.357 7.897  0.384
H54 7.119 -3.309 6.648  0.184
H55 8.771 -2.747 6.344  0.380
H56 9.179 -1.546 4.667  0.467
H57 9.007 0.099 4.250  0.332
H58 8.122 -0.373 2.038  0.172
H59 7.910 -2.048 2.443  0.147
H60 9.574 -1.358 2.338  0.434
C25 -1.966 7.361 -3.559  -1.174
C26 -0.883 7.567 -4.642  0.144
N5 -1.379 8.337 -5.776  0.105
C27 -0.442 8.115 -6.942  -0.423
C28 -0.755 6.826 -7.712  -0.966
C29 -1.731 9.752 -5.444  -0.740
C30 -0.540 10.599 -4.835  -0.976
H61 -2.069 8.346 -3.106  0.378
H62 -1.628 6.579 -2.878  0.169
H63 -2.923 7.056 -3.982  0.326
H64 0.015 8.033 -4.237  0.322
H65 -0.586 6.586 -5.014  -0.305
H66 -0.647 9.005 -7.537  0.485
H67 0.562 8.049 -6.521  0.248
H68 -1.754 6.978 -8.121  0.381
H69 -0.086 6.635 -8.550  0.437
H70 -0.919 5.922 -7.125  -0.140
H71 -2.577 9.757 -4.758  0.377
H72 -2.156 10.313 -6.276  0.488
H73 0.446 10.373 -5.240  0.278
H74 -0.482 10.541 -3.748  0.262
H75 -0.781 11.649 -4.997  0.381
C31 4.697 -6.055 -0.967  -1.422
C32 3.413 -5.385 -0.410  -0.055
N6 3.487 -3.869 -0.356  0.448
C33 4.542 -3.362 0.578  0.081
C34 4.843 -1.847 0.463  -1.147
C35 2.141 -3.311 0.008  -0.248
C36 0.883 -3.843 -0.767  -0.816
H76 5.217 -5.338 -1.603  0.256
H77 4.372 -6.912 -1.557  0.481
H78 5.278 -6.531 -0.178  0.288
H79 2.580 -5.711 -1.033  -0.007
H80 3.173 -5.651 0.619  0.317
H81 4.327 -3.556 1.629  -0.527
H82 5.482 -3.864 0.348  0.754
H83 5.804 -1.626 0.928  0.207
H84 4.994 -1.525 -0.567  0.297
H85 4.095 -1.198 0.918  0.133
H86 2.102 -2.234 -0.157  -0.312
H87 2.078 -3.542 1.071  0.456
H88 0.070 -3.175 -0.482  0.310
H89 0.536 -4.855 -0.559  0.535
H90 0.953 -3.690 -1.844  -0.485
C37 -2.434 -4.709 -2.169  1.229
C38 -2.830 -6.125 -1.657  -1.312
N7 -2.476 -7.192 -2.571  0.317
C39 -3.365 -7.317 -3.790  0.050
C40 -4.699 -7.857 -3.383  -1.093
C41 -1.082 -7.251 -2.927  0.578
C42 -0.704 -8.618 -3.524  -1.669
H91 -1.368 -4.482 -2.133  -0.215
H92 -2.976 -3.911 -1.663  -0.153
H93 -2.743 -4.720 -3.214  -0.053
H94 -2.278 -6.235 -0.723  0.555
H95 -3.898 -6.231 -1.462  -0.031
H96 -3.538 -6.393 -4.341  -0.088
H97 -2.975 -8.033 -4.514  0.432
H98 -5.227 -7.207 -2.686  -0.037
H99 -5.288 -7.982 -4.292  0.399
H100 -4.564 -8.843 -2.939  0.328
H101 -0.480 -7.087 -2.034  0.201
H102 -0.961 -6.428 -3.631  -0.393
H103 -0.716 -9.367 -2.731  0.396
H104 0.357 -8.585 -3.772  0.438
H105 -1.209 -9.032 -4.396  0.378
C43 -5.709 -3.178 -1.414  0.275
C44 -7.031 -2.891 -2.041  -1.393
N8 -7.979 -4.009 -1.958  0.145
C45 -7.560 -5.193 -2.725  -0.878
C46 -6.913 -4.842 -4.156  -0.897
C47 -8.654 -4.247 -0.652  -0.009
C48 -9.875 -5.214 -0.712  -1.504
H106 -5.967 -3.577 -0.433  0.243
H107 -5.094 -2.309 -1.183  0.489
H108 -5.131 -3.984 -1.867  -0.570
H109 -7.475 -2.049 -1.511  0.424
H110 -6.942 -2.574 -3.080  0.304
H111 -6.803 -5.749 -2.173  0.679
H112 -8.399 -5.887 -2.675  0.381
H113 -5.873 -4.571 -3.976  -0.111
H114 -6.891 -5.719 -4.803  0.364
H115 -7.389 -3.992 -4.646  0.433
H116 -8.988 -3.249 -0.370  0.257
H117 -7.993 -4.676 0.101  0.229
H118 -10.568 -5.090 -1.544  0.349
H119 -10.517 -5.218 0.169  0.402
H120 -9.441 -6.211 -0.793  0.341
C49 -2.769 -2.311 -4.730  -1.228
C50 -1.777 -2.282 -5.915  -0.244
N9 -1.047 -3.511 -6.228  0.220
C51 -0.353 -4.079 -5.093  0.820
C52 0.574 -5.285 -5.422  -1.848
C53 -0.148 -3.275 -7.444  -0.203
C54 -0.784 -2.691 -8.707  -1.659
H121 -2.246 -2.414 -3.779  -0.131
H122 -3.455 -3.138 -4.914  0.238
H123 -3.328 -1.375 -4.720  0.613
H124 -2.434 -2.039 -6.750  0.539
H125 -1.037 -1.525 -5.658  0.181
H126 0.220 -3.301 -4.589  -0.265
H127 -1.136 -4.497 -4.460  -0.422
H128 0.106 -6.052 -6.039  0.296
H129 1.260 -4.948 -6.200  0.602
H130 1.085 -5.699 -4.553  0.343
H131 0.260 -4.245 -7.728  0.450
H132 0.734 -2.697 -7.172  0.360
H133 -1.079 -1.666 -8.483  0.274
H134 -1.645 -3.290 -9.006  0.399
H135 0.012 -2.801 -9.443  0.418
C55 4.355 -4.862 3.970  -1.875
C56 3.521 -3.739 4.564  0.976
N10 2.316 -4.091 5.305  0.189
C57 1.517 -2.924 5.566  -0.352
C58 0.928 -2.278 4.307  -0.505
C59 2.627 -4.780 6.528  -0.679
C60 3.356 -4.002 7.654  -0.762
H136 5.172 -4.500 3.346  0.403
H137 3.697 -5.351 3.251  0.429
H138 4.804 -5.586 4.650  0.445
H139 4.193 -3.159 5.196  -0.275
H140 3.166 -2.983 3.864  -0.205
H141 0.627 -3.193 6.134  0.627
H142 2.031 -2.165 6.155  0.069
H143 0.122 -1.617 4.628  -0.226
H144 1.765 -1.682 3.945  0.419
H145 0.369 -2.912 3.619  -0.213
H146 3.203 -5.676 6.298  0.478
H147 1.707 -5.235 6.896  0.447
H148 4.241 -3.486 7.280  0.117
H149 3.650 -4.724 8.416  0.412
H150 2.713 -3.194 8.003  0.118
C61 1.523 6.276 3.951  -1.269
C62 2.589 5.410 3.502  0.725
O1 3.640 5.882 3.055  -0.602
C63 2.410 3.879 3.721  0.812
H151 1.706 7.334 3.762  0.308
H152 1.470 6.051 5.016  0.416
H153 0.538 6.022 3.557  0.250
H154 2.196 3.444 2.745  0.098
H155 1.668 3.615 4.474  -0.876
H156 3.368 3.467 4.038  0.213
C64 -0.211 1.462 -1.574  -0.771
C65 -0.068 0.205 -0.688  0.686
O2 -0.669 -0.809 -0.969  -0.420
C66 0.658 0.411 0.622  -0.186
H157 0.667 1.815 -2.116  0.272
H158 -0.524 2.316 -0.974  0.366
H159 -1.052 1.359 -2.259  -0.010
H160 -0.010 0.581 1.466  0.301
H161 1.278 1.299 0.499  0.222
H162 1.380 -0.397 0.738  -0.415
C67 2.451 0.312 -6.571  0.212
C68 2.110 0.950 -7.916  0.573
O3 2.594 1.972 -8.376  -0.631
C69 1.532 -0.025 -8.908  -0.526
H163 1.683 -0.385 -6.236  -0.332
H164 2.693 1.076 -5.831  -0.258
H165 3.347 -0.291 -6.716  0.453
H166 2.286 -0.760 -9.190  0.371
H167 1.211 0.549 -9.777  0.370
H168 0.678 -0.496 -8.421  -0.297
C70 -3.937 2.421 -0.356  -0.410
C71 -3.977 3.962 -0.221  0.539
O4 -3.039 4.622 -0.699  -0.480
C72 -4.986 4.602 0.719  -0.654
H169 -3.324 2.025 -1.166  -0.013
H170 -4.942 2.006 -0.425  0.489
H171 -3.382 2.120 0.533  -0.087
H172 -5.909 4.756 0.159  0.396
H173 -4.625 5.571 1.065  0.342
H174 -5.264 3.876 1.482  -0.264
C73 0.332 3.011 6.834  -0.962
C74 1.479 2.074 6.964  0.719
O5 2.428 2.262 7.762  -0.639
C75 1.583 0.945 5.910  0.436
H175 0.227 3.332 5.798  0.241
H176 0.388 3.959 7.367  0.367
H177 -0.594 2.485 7.065  -0.125
H178 1.937 1.135 4.897  0.361
H179 0.727 0.272 5.863  -0.451
H180 2.371 0.368 6.394  -0.144
C76 -3.554 -2.665 1.965  0.192
C77 -2.439 -3.690 2.019  0.524
O6 -2.116 -4.283 1.011  -0.531
C78 -2.056 -4.214 3.393  -0.809
H181 -3.195 -1.689 2.294  -0.235
H182 -4.236 -3.057 2.719  0.486
H183 -3.957 -2.625 0.953  -0.213
H184 -1.324 -5.021 3.418  0.288
H185 -2.943 -4.521 3.947  0.486
H186 -1.594 -3.284 3.724  -0.209
C79 -1.057 6.687 0.595  -1.230
C80 0.151 5.927 0.110  1.071
O7 0.327 4.765 0.534  -0.493
C81 1.209 6.676 -0.726  -0.651
H187 -0.921 7.694 0.988  0.433
H188 -1.484 6.050 1.370  0.276
H189 -1.824 6.708 -0.179  0.163
H190 0.702 7.180 -1.549  0.034
H191 2.151 6.169 -0.937  -0.122
H192 1.518 7.593 -0.224  0.562
C82 3.245 4.309 -5.316  -1.307
C83 2.489 5.213 -4.326  0.934
O8 3.002 6.263 -3.974  -0.627
C84 1.144 4.662 -3.746  0.737
H193 3.219 3.237 -5.120  0.102
H194 4.256 4.707 -5.401  0.356
H195 2.779 4.516 -6.280  0.525
H196 0.536 4.317 -4.583  -0.433
H197 0.506 5.447 -3.339  -0.985
H198 1.312 3.861 -3.025  0.516
C85 4.574 -3.440 -3.984  -0.794
C86 3.904 -2.126 -4.144  0.567
O9 4.600 -1.162 -4.471  -0.646
C87 2.390 -1.926 -3.850  2.159
H199 5.421 -3.399 -3.299  0.249
H200 4.918 -3.701 -4.985  0.428
H201 3.743 -4.046 -3.623  0.079
H202 1.971 -2.598 -3.101  -1.393
H203 1.729 -2.155 -4.686  -0.477
H204 2.338 -0.955 -3.359  0.220
C88 -0.935 2.829 -6.911  -0.968
C89 -1.379 2.599 -5.469  0.792
O10 -0.609 2.115 -4.660  -0.210
C90 -2.798 2.913 -5.018  -1.160
H205 -1.374 3.656 -7.468  0.346
H206 -1.266 1.929 -7.431  0.436
H207 0.153 2.887 -6.918  0.046
H208 -3.118 3.954 -4.970  0.288
H209 -3.012 2.510 -4.028  0.074
H210 -3.441 2.448 -5.765  0.444

Properties
HOMO (eV): -7.568
Kohn-Sham gap (hartree): 0.2854
Calculated total energy (Ha): -4854.6718
ΔE to the lowest compared entry with this formula, charge and spin (eV): 14.568